82
Properties=species:S:1:pos:R:3:mulliken_charge:R:1 method="wB97M-V/def2-TZVPD" total_charge=+1 smiles="C#C[C@@H]1[N+](S(C)(=O)=O)=C(CCCCCCCC)[C@@](B(O)CC)(C(F)(F)c2cccc(C(F)(F)F)c2)C1(P(C)O)P(C)O" orbital_gap_ha=0.2480
C -0.99 3.98 2.46 -0.199
C -1.19 3.01 1.83 -2.072
C -1.51 1.85 1.02 0.391
N -0.80 0.54 1.31 0.783
S -0.12 0.27 2.88 1.198
C -1.46 0.65 3.98 -0.938
O 0.22 -1.11 3.04 -0.646
O 0.96 1.17 3.08 -0.635
C -0.89 -0.25 0.27 -0.293
C -0.34 -1.62 0.25 -1.581
C 1.10 -1.66 -0.34 -1.356
C 2.24 -1.63 0.69 -0.433
C 3.54 -1.14 0.01 -0.458
C 4.71 -2.11 0.16 -0.720
C 6.01 -1.53 -0.41 -0.772
C 6.88 -0.80 0.63 -0.478
C 6.44 0.65 0.86 -1.063
C -1.64 0.48 -0.87 0.141
B -1.15 0.14 -2.39 -0.378
O -1.06 1.20 -3.25 -0.367
C -0.80 -1.31 -2.95 0.529
C -1.13 -1.39 -4.46 -1.926
C -3.14 0.10 -0.91 1.327
F -3.94 1.08 -0.42 -0.319
F -3.49 -0.05 -2.23 -0.311
C -3.50 -1.20 -0.20 -0.609
C -3.62 -2.41 -0.87 -0.240
C -3.95 -3.55 -0.16 -1.130
C -4.19 -3.51 1.21 -0.890
C -4.10 -2.29 1.87 -0.155
C -4.39 -2.19 3.35 0.765
F -3.53 -2.88 4.10 -0.251
F -5.63 -2.66 3.60 -0.255
F -4.38 -0.91 3.78 -0.298
C -3.74 -1.15 1.17 -0.100
C -1.25 1.96 -0.50 1.792
P 0.62 1.93 -0.84 1.044
C 0.96 3.09 -2.22 -1.571
O 1.36 2.65 0.42 -0.665
P -2.31 3.44 -0.96 -0.214
C -1.16 4.88 -0.96 -1.120
O -2.69 3.27 -2.56 -0.442
H -0.68 4.89 2.92 0.606
H -2.54 1.62 1.28 0.710
H -1.39 -0.04 4.81 0.516
H -1.32 1.68 4.29 0.371
H -2.41 0.56 3.47 0.127
H -0.98 -2.19 -0.42 0.299
H -0.42 -2.09 1.22 0.985
H 1.24 -0.86 -1.05 0.211
H 1.19 -2.58 -0.91 0.743
H 2.41 -2.65 1.01 0.530
H 2.05 -0.96 1.52 0.152
H 3.86 -0.20 0.44 -0.174
H 3.40 -0.97 -1.06 0.420
H 4.88 -2.40 1.20 0.354
H 4.50 -3.02 -0.41 0.336
H 5.78 -0.83 -1.21 0.354
H 6.61 -2.31 -0.87 0.381
H 6.83 -1.34 1.57 0.284
H 7.91 -0.78 0.28 0.348
H 5.58 0.66 1.53 0.210
H 7.22 1.23 1.36 0.386
H 6.16 1.14 -0.07 0.297
H -1.82 1.27 -3.83 0.300
H 0.27 -1.49 -2.86 0.223
H -1.39 -2.09 -2.48 0.201
H -0.59 -0.64 -5.04 0.385
H -2.20 -1.38 -4.63 0.383
H -0.76 -2.35 -4.81 0.468
H -3.47 -2.44 -1.94 0.696
H -4.05 -4.50 -0.66 0.456
H -4.45 -4.39 1.76 0.512
H -3.68 -0.20 1.68 0.959
H 1.34 4.02 -1.82 0.363
H 1.78 2.63 -2.76 0.527
H 0.10 3.23 -2.86 0.331
H 2.02 2.07 0.80 0.311
H -0.36 4.70 -0.24 0.251
H -1.72 5.76 -0.70 0.411
H -0.69 4.96 -1.93 0.335
H -3.30 3.99 -2.78 0.361

=====

81
Properties=species:S:1:pos:R:3:lowdin_spin:R:1 method="wB97M-V/def2-TZVPD" s_squared=3.863 total_charge=-1 multiplicity=4 orbital_gap_ha="0.2119 / 0.1920"
Mo -0.18 0.53 -0.59 0.805
C 6.54 6.41 -0.26 0.002
O 6.33 5.22 0.46 0.041
C 6.52 4.03 -0.19 0.091
C 6.09 2.90 0.52 -0.016
C 6.18 1.65 -0.03 0.081
C 6.72 1.46 -1.33 0.033
C 7.21 2.60 -1.99 0.099
C 7.09 3.86 -1.45 -0.006
N 6.85 0.26 -1.93 0.505
N 6.26 -0.78 -1.46 0.533
C 4.98 -0.91 -1.15 0.056
C 4.58 -1.83 -0.15 0.120
C 3.36 -1.74 0.46 -0.015
C 2.40 -0.81 0.02 0.138
O 1.28 -0.53 0.64 0.156
C 2.66 -0.12 -1.19 0.044
N 1.61 0.56 -1.72 0.051
C 1.80 1.21 -2.85 -0.015
C 3.02 1.27 -3.50 0.043
C 4.11 0.61 -2.96 -0.018
C 3.95 -0.12 -1.78 0.060
H 6.23 7.22 0.40 0.000
H 5.94 6.44 -1.17 0.001
H 7.60 6.55 -0.51 0.001
H 5.68 3.04 1.51 -0.003
H 5.84 0.80 0.54 0.005
H 7.67 2.47 -2.96 0.005
H 7.45 4.71 -2.00 -0.003
H 5.32 -2.54 0.20 0.006
H 3.12 -2.39 1.29 -0.004
H 0.92 1.71 -3.26 0.001
H 3.12 1.84 -4.41 0.003
H 5.07 0.62 -3.46 0.000
Cl -2.51 0.88 0.68 0.036
Cl -2.85 -3.16 0.17 0.040
Ge -1.04 -1.93 0.85 0.069
Cl -1.48 -1.88 3.14 0.041
Cl 0.43 -3.70 0.86 0.029
C 0.68 1.78 4.96 0.003
Te 0.89 0.64 3.11 0.004
C 1.84 -1.00 4.14 0.001
H 0.24 1.16 5.73 0.000
H 0.02 2.62 4.78 0.000
H 1.63 2.16 5.33 0.000
H 2.69 -0.65 4.70 0.000
H 2.14 -1.72 3.39 0.000
H 1.12 -1.47 4.80 0.000
C 0.37 4.19 1.40 -0.001
C 0.57 3.77 -0.07 -0.009
C -0.30 4.65 -0.98 -0.003
C 2.06 3.92 -0.44 -0.004
C 0.19 2.36 -0.26 -0.060
H 0.57 5.25 1.53 0.000
H 1.04 3.62 2.04 0.000
H -0.66 3.99 1.71 0.000
H -0.04 5.70 -0.87 0.000
H -1.35 4.52 -0.71 0.000
H -0.17 4.36 -2.02 0.000
H 2.41 4.93 -0.24 -0.001
H 2.22 3.69 -1.49 0.000
H 2.65 3.22 0.15 0.000
H -0.06 1.78 0.68 0.001
C 0.19 -1.96 -2.54 0.005
O -0.45 -1.12 -1.66 0.059
H 0.65 -2.81 -2.00 0.001
H 0.98 -1.44 -3.10 0.001
H -0.53 -2.37 -3.26 0.000
C -2.13 0.82 -4.48 -0.005
Sb -2.27 1.03 -2.31 -0.004
C -3.57 2.75 -2.31 -0.004
C -3.77 -0.48 -2.11 0.001
H -3.07 1.09 -4.94 -0.001
H -1.89 -0.21 -4.73 0.000
H -1.35 1.46 -4.90 0.000
H -4.44 2.55 -2.91 0.000
H -3.05 3.62 -2.71 0.000
H -3.87 2.95 -1.28 0.000
H -4.44 -0.47 -2.97 0.000
H -4.33 -0.29 -1.19 0.000
H -3.27 -1.44 -2.02 0.000

=====

84
Properties=species:S:1:pos:R:3:mulliken_charge:R:1 method="wB97M-V/def2-TZVPD" total_charge=+1 relative_energy_kcal_mol=16.3 orbital_gap_ha=0.2520
Zr -0.03 0.60 -0.59 0.018
F -5.73 -1.06 -3.17 -0.297
C -4.71 -1.15 -2.33 0.697
C -3.42 -0.87 -2.77 -0.191
F -3.18 -0.49 -4.02 -0.341
C -2.40 -0.99 -1.85 0.493
F -1.12 -0.64 -2.28 -0.372
C -2.55 -1.35 -0.52 0.386
S -1.14 -1.47 0.54 -0.399
C -3.86 -1.62 -0.12 0.338
F -4.11 -1.97 1.13 -0.337
C -4.92 -1.52 -1.01 0.153
F -6.15 -1.78 -0.60 -0.285
C 1.63 2.15 -0.47 -0.324
C 2.57 1.82 0.64 0.754
C 3.83 1.30 0.34 -0.529
C 4.66 0.80 1.32 -0.755
C 4.23 0.81 2.65 0.480
C 3.00 1.38 2.98 -0.931
C 2.18 1.88 1.98 -0.049
C 5.04 0.17 3.65 -0.134
N 5.66 -0.40 4.44 -0.529
H 2.18 2.22 -1.41 0.458
H 1.11 3.10 -0.32 -0.234
H 4.17 1.30 -0.69 0.489
H 5.63 0.39 1.08 0.530
H 2.68 1.40 4.01 0.482
H 1.21 2.28 2.25 0.367
C 1.09 5.55 1.27 -0.756
Si -0.78 5.82 1.31 0.641
C -1.38 5.68 3.07 -1.165
C -1.19 7.50 0.58 -1.081
Si -1.91 4.25 -0.04 0.059
Te -1.79 1.93 1.00 -0.599
Si -1.26 4.13 -2.31 0.174
C -2.49 5.00 -3.42 -1.207
C -1.37 2.29 -2.77 -0.348
C 0.46 4.81 -2.65 -1.110
Si -4.27 4.47 0.00 0.545
C -5.00 3.04 -0.99 -0.758
C -4.83 6.12 -0.70 -1.080
C -4.85 4.32 1.78 -1.089
H 1.55 6.37 1.83 0.484
H 1.50 5.57 0.27 0.260
H 1.39 4.63 1.76 0.061
H -0.71 6.22 3.75 0.400
H -1.42 4.64 3.41 0.326
H -2.38 6.10 3.19 0.307
H -0.71 8.29 1.16 0.408
H -2.27 7.70 0.58 0.278
H -0.84 7.59 -0.45 0.282
H -3.52 4.66 -3.30 0.327
H -2.20 4.85 -4.47 0.404
H -2.47 6.07 -3.23 0.295
H -2.24 1.81 -2.30 -0.214
H -0.46 1.70 -2.52 0.288
H -1.42 2.11 -3.84 0.646
H 0.78 5.54 -1.91 0.268
H 0.44 5.31 -3.62 0.472
H 1.22 4.03 -2.70 0.278
H -4.74 3.07 -2.05 0.255
H -6.09 3.08 -0.92 0.494
H -4.68 2.08 -0.59 0.029
H -4.37 6.35 -1.66 0.278
H -4.61 6.94 -0.01 0.329
H -5.91 6.10 -0.84 0.414
H -4.51 3.41 2.27 0.283
H -5.95 4.31 1.80 0.391
H -4.53 5.17 2.38 0.268
C 4.89 -3.30 2.18 -1.180
C 3.39 -3.06 2.30 -0.329
C 2.82 -2.31 1.15 0.302
N 1.95 -1.35 1.28 -1.023
N 1.61 -0.82 0.09 1.236
C 2.19 -1.36 -0.94 -0.218
N 1.86 -0.77 -2.18 -0.334
S 3.24 -2.64 -0.51 -0.176
H 5.26 -3.83 3.05 0.350
H 5.44 -2.36 2.11 0.259
H 5.14 -3.91 1.30 0.449
H 3.16 -2.47 3.18 0.289
H 2.85 -4.01 2.40 0.329
H 1.68 -1.45 -2.92 0.305
H 2.58 -0.13 -2.48 0.267